Molecular formula: C3H8N4O
Method: DFT, ωB97M-V/def2-TZVPD

Geometry (Å):
H 1.07 0.89 -2.65
N 0.54 1.00 -1.82
C 1.40 1.15 -0.91
N 2.65 1.08 -0.85
O 0.96 1.21 0.31
N -0.44 1.18 0.40
C -0.84 -0.02 1.10
N -1.98 -0.39 0.94
C -2.21 -1.75 1.04
H 3.01 0.52 -1.59
H 3.25 0.78 0.05
H -0.96 1.18 -0.62
H 0.13 -0.35 1.67
H -2.60 -2.03 -0.07
H -2.89 -2.06 1.88
H -1.10 -2.39 1.12

The LUMO energy comes out at 0.5 eV. The structure (SMILES) is [H]/N=C(\N)ON/C=N/C. The value obtained for the largest force on an atom is 0.1922 hartree/bohr. As for the energy relative to the best compared isomer or geometry (same formula, charge and spin): 5.835 eV. The value obtained for the HOMO energy is -0.314 hartree. The orbital gap comes out at 9.1 eV. The charge is 0. Its total energy is -413.20161 hartree.